# 1
Entry from the Open Molecules 2025 dataset: a single C4H9NO2 molecule in a non-equilibrium geometry (ωB97M-V/def2-TZVPD).

The SMILES is C[C@@H](O)CC(N)=O. Its highest occupied orbital energy is -0.3414 hartree. The energy above the lowest of the compared OMol25 structures with the same formula, charge and spin comes out at 38.93 kcal per mole. The charge is 0. The value obtained for the strongest force on any atom is 0.05008 hartree/bohr. The calculation puts the LUMO energy at 0.70 eV.

Each line ends with the Mulliken charge.
Cartesian coordinates (Å):
C 1.994 -0.674 0.237  -1.374
C 0.508 -0.498 0.026  0.511
O -0.270 -1.398 0.791  -0.552
C 0.052 0.856 0.425  -0.765
C -1.399 1.119 -0.064  0.435
N -2.294 0.334 -0.806  -0.411
O -1.450 2.321 -0.209  -0.550
H 2.234 -0.528 1.295  0.323
H 2.563 0.051 -0.358  0.357
H 2.294 -1.680 -0.069  0.396
H 0.261 -0.601 -1.046  0.200
H 0.049 -2.281 0.584  0.330
H 0.137 1.081 1.495  0.364
H 0.709 1.593 -0.085  0.302
H -2.615 0.831 -1.628  0.218
H -2.771 -0.528 -0.588  0.216

=====

# 2
Entry from the Open Molecules 2025 dataset: a molecular structure, CH11NO3 in a non-equilibrium geometry (ωB97M-V/def2-TZVPD).

Its highest occupied orbital energy (alpha / beta) is -0.1387 / -0.1386 hartree. The energy above the lowest of the compared OMol25 structures with the same formula, charge and spin comes out at 37.16 kcal per mole. The spin multiplicity is 2. The charge is -1. The value obtained for the strongest force on any atom is 0.07175 hartree/bohr. As for the expectation value of S²: 0.754. The calculation puts the LUMO energy (alpha / beta) at 3.56 / 2.25 eV.

Each line ends with the Mulliken charge.
Cartesian coordinates (Å):
C -2.457 -0.006 -0.839  -0.737
N -1.878 -0.186 0.442  -0.455
H -1.659 -0.157 -1.595  0.312
H -3.228 -0.667 -1.081  0.370
H -2.846 1.086 -0.956  0.253
H 3.445 -0.107 1.490  -0.091
H -2.621 -0.162 1.153  0.168
H 1.271 -0.730 0.797  0.481
H 2.858 -0.034 -1.009  0.128
O 2.137 -0.027 -0.464  -1.066
H 1.031 1.034 -0.765  0.470
H -0.410 0.983 -0.210  0.281
O 0.141 1.570 -0.807  -0.765
H 3.984 -0.729 1.417  0.078
H -0.307 -0.772 1.012  0.394
O 0.540 -1.094 1.418  -0.822

=====

# 3
Entry from the Open Molecules 2025 dataset: 3 unconnected molecules or ions with the total composition C43H42B3BrN2O13P (ωB97M-V/def2-TZVPD).

Its highest occupied orbital energy is -0.2157 hartree. The energy above the lowest of the compared OMol25 structures with the same formula, charge and spin comes out at 0.00 kcal per mole. The charge is -1. The value obtained for the strongest force on any atom is 0.01837 hartree/bohr. The calculation puts the LUMO energy at 0.58 eV.

Each line ends with the Mulliken charge.
Cartesian coordinates (Å):
C 5.935 -4.712 -0.620  -1.472
C 4.908 -3.608 -0.370  -0.272
N 4.205 -3.200 -1.591  0.275
C 3.200 -2.133 -1.307  -0.788
C 1.790 -2.442 -1.798  -1.816
C 0.780 -1.297 -1.544  1.995
P 0.386 -1.254 0.241  0.748
O 1.466 -1.687 1.160  -0.538
O -0.898 -2.202 0.457  -0.584
O -0.057 0.256 0.537  -0.536
O 1.364 -0.041 -1.852  -1.003
B 1.265 0.145 -3.289  1.580
Br 3.017 -0.346 -4.367  -0.469
C 0.932 1.670 -3.666  0.620
C 0.575 2.054 -4.962  -0.535
C 0.244 3.372 -5.230  -0.252
N 0.243 4.344 -4.315  -0.718
C 0.597 3.987 -3.085  -0.444
C 0.944 2.691 -2.720  -0.296
O 0.242 -0.809 -3.740  -0.662
C -0.405 -1.340 -2.590  1.433
C -0.889 -2.796 -2.855  -1.861
B -2.426 -3.039 -3.098  0.903
O -3.196 -3.566 -2.088  -0.631
O -3.081 -2.731 -4.291  -0.640
B -1.688 -0.416 -2.322  0.963
C -2.352 0.357 -3.511  -1.142
O -2.267 -0.332 -1.062  -1.156
C 3.705 -4.311 -2.329  0.771
C 3.836 -4.197 -3.831  -1.285
O 3.231 -5.295 -1.801  -0.606
H 6.700 -4.690 0.158  0.426
H 6.438 -4.558 -1.578  0.339
H 5.475 -5.701 -0.622  0.319
H 5.447 -2.722 -0.028  0.472
H 4.207 -3.935 0.407  0.338
H 3.150 -2.009 -0.226  0.156
H 3.556 -1.190 -1.722  0.098
H 1.442 -3.349 -1.291  0.389
H 1.760 -2.636 -2.872  0.075
H -0.681 -2.819 1.169  0.322
H -0.021 0.394 1.493  0.287
H 0.552 1.318 -5.756  0.331
H -0.047 3.658 -6.236  0.355
H 0.597 4.774 -2.337  0.363
H 1.205 2.469 -1.690  0.289
H -0.346 -3.141 -3.743  0.222
H -0.591 -3.444 -2.029  0.124
H -4.013 -3.924 -2.451  0.290
H -2.746 -3.206 -5.055  0.304
H -3.427 0.508 -3.354  0.440
H -1.895 1.350 -3.591  0.179
H -2.209 -0.150 -4.466  0.275
H -3.193 -0.594 -1.111  0.238
H 4.595 -3.467 -4.104  0.251
H 4.090 -5.175 -4.242  0.478
H 2.883 -3.885 -4.266  0.201
C 2.252 1.358 4.033  -0.749
C 2.879 0.495 3.142  -0.346
C 3.633 -0.566 3.617  -0.822
C 3.773 -0.759 4.984  0.245
C 3.154 0.120 5.882  0.272
C 2.389 1.173 5.400  -0.596
C 3.310 -0.041 7.352  0.584
O 2.770 0.712 8.137  -0.681
C 4.164 -1.164 7.841  0.186
C 4.367 -1.312 9.208  -0.565
C 5.146 -2.353 9.683  -0.449
C 5.722 -3.255 8.795  -0.475
C 5.527 -3.110 7.432  -0.551
C 4.753 -2.061 6.950  0.145
C 4.578 -1.912 5.472  0.492
O 5.084 -2.706 4.709  -0.670
H 1.657 2.181 3.658  0.465
H 2.773 0.639 2.075  0.571
H 4.112 -1.249 2.930  0.711
H 1.909 1.839 6.103  0.474
H 3.908 -0.604 9.885  0.467
H 5.305 -2.464 10.748  0.392
H 6.327 -4.071 9.168  0.390
H 5.969 -3.800 6.728  0.479
C -8.329 5.985 -3.646  -0.493
C -9.056 6.374 -2.525  -0.463
C -8.665 5.957 -1.265  -0.544
C -7.548 5.143 -1.118  0.157
C -6.829 4.741 -2.243  0.101
C -7.219 5.170 -3.506  -0.498
C -5.644 3.837 -2.123  0.533
O -5.025 3.494 -3.104  -0.660
C -5.267 3.370 -0.759  0.015
C -4.197 2.494 -0.620  -0.744
C -3.828 2.052 0.640  -0.338
C -4.519 2.490 1.764  -0.726
C -5.586 3.362 1.632  -0.632
C -5.969 3.801 0.371  0.318
C -7.136 4.718 0.252  0.603
O -7.738 5.109 1.231  -0.681
H -8.632 6.317 -4.630  0.389
H -9.928 7.004 -2.638  0.396
H -9.216 6.255 -0.383  0.466
H -6.643 4.856 -4.366  0.488
H -3.660 2.161 -1.498  0.727
H -2.997 1.363 0.736  0.577
H -4.224 2.146 2.747  0.426
H -6.133 3.709 2.498  0.471

=====

# 4
Entry from the Open Molecules 2025 dataset: a gas-phase ion, C8H17N2 (charge +1) in a non-equilibrium geometry (ωB97M-V/def2-TZVPD).

The SMILES is C=C(C)/[N+](C)=C(/C)[C@H](C)N. Its highest occupied orbital energy is -0.4919 hartree. The energy above the lowest of the compared OMol25 structures with the same formula, charge and spin comes out at 75.72 kcal per mole. The charge is +1. The value obtained for the strongest force on any atom is 0.08368 hartree/bohr. The calculation puts the LUMO energy at -3.64 eV.

Each line ends with the Mulliken charge.
Cartesian coordinates (Å):
C -1.667 -1.120 1.527  -0.775
C -1.625 -0.553 0.346  0.309
C -2.046 -0.963 -1.046  -1.046
N -0.940 0.703 0.136  0.009
C -1.801 1.893 -0.209  -1.109
C 0.356 0.683 0.059  0.873
C 1.341 1.747 -0.295  -1.311
C 1.097 -0.711 0.328  -0.076
C 2.590 -0.611 0.698  -1.415
N 0.872 -1.395 -0.956  -0.442
H -2.277 -2.001 1.548  0.304
H -1.163 -0.761 2.406  0.372
H -1.746 -0.152 -1.702  0.280
H -3.069 -1.440 -0.941  0.391
H -1.228 -1.767 -1.166  0.288
H -1.916 1.887 -1.228  0.427
H -1.294 2.822 0.142  0.422
H -2.602 1.760 0.413  0.382
H 2.293 1.332 -0.589  0.273
H 1.585 2.285 0.617  0.373
H 1.003 2.437 -1.127  0.403
H 0.530 -1.143 1.064  0.361
H 3.233 -0.118 0.008  0.410
H 3.054 -1.687 0.711  0.350
H 2.597 -0.055 1.680  0.349
H 1.496 -0.832 -1.606  0.313
H 1.330 -2.238 -0.818  0.283

=====

# 5
Entry from the Open Molecules 2025 dataset: a molecular structure, C37H43Br2IrN3O4Sb2 (ωB97M-V/def2-TZVPD).

Its highest occupied orbital energy (alpha / beta) is -0.4362 / -0.4857 hartree. The energy above the lowest of the compared OMol25 structures with the same formula, charge and spin comes out at 3.76 kcal per mole. The spin multiplicity is 2. The charge is +2. The value obtained for the strongest force on any atom is 0.00899 hartree/bohr. As for the expectation value of S²: 0.756. The calculation puts the LUMO energy (alpha / beta) at -5.43 / -5.45 eV.

Each line ends with the Mulliken charge.
Cartesian coordinates (Å):
Ir 0.609 1.299 -0.194  2.271
C 4.002 -0.675 0.335  -1.431
Sb 2.807 0.116 -1.236  0.503
C 4.164 1.594 -1.953  -1.513
C 3.153 -1.334 -2.811  -1.672
C 3.104 -2.771 -2.398  0.409
C 4.255 -3.336 -1.845  -0.502
C 4.310 -4.666 -1.467  -0.793
C 3.200 -5.478 -1.653  -0.781
C 2.056 -4.936 -2.208  -0.479
C 1.976 -3.589 -2.567  1.057
C 0.694 -3.106 -3.164  -1.860
Sb -0.857 -2.661 -1.764  2.129
C -2.530 -3.714 -2.464  -1.303
C -0.131 -3.591 -0.005  -1.376
H 5.043 -0.758 0.027  0.439
H 3.637 -1.657 0.633  0.383
H 3.929 0.006 1.182  0.439
H 5.156 1.147 -2.008  0.528
H 4.191 2.443 -1.272  0.410
H 3.874 1.939 -2.945  0.426
H 4.148 -1.078 -3.176  0.783
H 2.440 -1.090 -3.598  0.561
H 5.138 -2.718 -1.736  0.449
H 5.224 -5.075 -1.057  0.439
H 3.236 -6.526 -1.389  0.435
H 1.200 -5.579 -2.388  0.500
H 0.257 -3.931 -3.735  0.726
H 0.793 -2.257 -3.830  0.480
H -2.441 -4.751 -2.141  0.466
H -2.583 -3.671 -3.549  0.439
H -3.419 -3.268 -2.022  0.301
H 0.111 -4.625 -0.241  0.590
H -0.929 -3.542 0.733  0.465
H 0.763 -3.088 0.356  0.269
O -0.844 -0.751 -2.659  -0.589
C -1.237 0.455 -2.432  -0.497
O -0.434 1.324 -2.008  -0.562
C -2.629 0.840 -2.717  0.402
C -3.547 -0.101 -3.186  -0.016
C -4.866 0.261 -3.385  -0.947
C -5.271 1.564 -3.125  -0.442
C -4.360 2.508 -2.667  -0.816
C -3.041 2.149 -2.461  -0.337
H -3.221 -1.109 -3.397  0.592
H -5.580 -0.466 -3.749  0.458
H -6.303 1.848 -3.289  0.448
H -4.682 3.523 -2.475  0.456
H -2.321 2.870 -2.099  0.458
N 1.243 1.301 1.712  -0.284
C 1.301 0.982 2.823  0.595
N 1.376 0.597 4.063  -0.071
C 1.325 1.598 5.153  -0.892
C -0.099 1.740 5.671  -0.366
C -0.685 0.381 6.056  -0.843
C -0.591 -0.613 4.899  -0.039
C 0.846 -0.740 4.416  -0.828
H 1.731 2.536 4.779  0.448
H 1.992 1.232 5.936  0.361
H -0.719 2.207 4.898  0.156
H -0.095 2.414 6.529  0.388
H -1.724 0.499 6.362  0.378
H -0.146 -0.016 6.922  0.345
H -1.217 -0.274 4.065  -0.099
H -0.958 -1.596 5.200  0.433
H 0.942 -1.388 3.546  0.434
H 1.493 -1.129 5.205  0.380
Br -4.740 -2.030 0.809  -0.134
C -4.045 -0.339 1.290  0.019
C -4.922 0.476 1.994  -0.599
C -4.519 1.719 2.449  -0.733
C -3.222 2.158 2.222  -1.075
C -2.346 1.344 1.533  -0.251
C -2.732 0.093 1.040  0.635
C -1.727 -0.673 0.263  0.214
O -2.150 -1.595 -0.509  -0.611
O -0.489 -0.449 0.331  -0.931
H -5.925 0.125 2.187  0.491
H -5.222 2.342 2.987  0.471
H -2.900 3.128 2.575  0.515
H -1.335 1.687 1.352  0.372
Br 2.109 7.612 -1.733  -0.072
C 1.817 5.819 -1.306  0.059
C 1.785 5.406 0.019  -0.650
C 1.545 4.078 0.293  -0.191
N 1.343 3.159 -0.668  0.397
C 1.398 3.566 -1.947  -0.322
C 1.633 4.876 -2.306  -0.891
H 1.945 6.104 0.828  0.481
H 1.524 3.717 1.310  0.385
H 1.244 2.805 -2.697  0.631
H 1.669 5.151 -3.350  0.494